1.
Molecular formula: C39H41GeN4O2W
Method: DFT, ωB97M-V/def2-TZVPD

Results
orbital gap (spin up / spin down): 0.161 / 0.164 Ha
total charge: +2
HOMO energy (spin up / spin down): -12.07 / -12.07 eV
spin multiplicity: 2

Positions of all 88 atoms, in Å:
1 C 0.534 1.469 -3.409
2 H -0.992 7.641 0.460
3 H 4.087 0.971 3.435
4 H 2.353 2.795 0.294
5 C -3.860 -1.659 -1.821
6 H -1.960 6.466 2.394
7 C -0.329 5.836 -0.500
8 H -2.415 4.389 3.606
9 C 2.539 0.922 4.891
10 C -1.462 5.911 1.614
11 C -1.935 3.824 2.821
12 H -5.614 -2.212 1.035
13 H -3.438 -1.636 2.050
14 Ge 0.414 1.183 -0.461
15 H 4.043 -0.655 -0.804
16 H -5.905 -2.077 -1.424
17 C 2.884 -3.639 0.471
18 C -1.870 2.455 2.894
19 C -0.239 4.468 -0.425
20 C -1.376 4.506 1.724
21 C 2.328 0.007 2.647
22 C 0.994 -0.380 2.988
23 C -0.325 1.452 -2.314
24 H -3.219 2.136 -3.934
25 C -1.680 1.677 -2.525
26 W 0.257 -1.219 0.234
27 H 3.070 1.491 -0.634
28 O 0.261 -0.967 2.003
29 C 2.917 -0.306 1.415
30 H 0.731 1.770 -5.514
31 H 1.596 1.318 -3.256
32 H -1.662 -2.206 -3.186
33 H 3.205 -4.686 0.379
34 H 2.664 -1.408 -1.616
35 N 2.292 -0.932 0.367
36 H 1.370 -5.326 -0.942
37 C -2.168 1.940 -3.793
38 C 0.469 -0.121 4.245
39 C -0.730 3.765 0.693
40 H -4.008 -1.617 -2.888
41 H -1.680 2.161 -5.866
42 C -3.533 -1.468 0.975
43 C 0.794 -4.189 1.399
44 H -1.176 0.650 1.995
45 C -0.640 2.350 0.799
46 C -4.940 -1.888 -0.980
47 H 0.824 0.725 6.173
48 H 0.198 3.895 -1.231
49 H 1.117 -4.514 -3.088
50 H 3.964 -0.050 1.289
51 C 1.236 0.527 5.198
52 N -0.129 -1.814 -1.823
53 C 0.050 1.735 -4.678
54 C -0.931 6.566 0.530
55 C -1.421 -1.872 -2.182
56 H -0.110 -4.347 -0.970
57 N 1.421 -3.550 0.210
58 C 0.987 -4.297 -0.999
59 H 3.015 -3.347 1.518
60 H 4.721 -2.619 0.254
61 H -2.307 1.935 3.732
62 H 2.491 -3.676 -2.428
63 C 3.076 0.669 3.656
64 C -2.515 -1.572 -1.324
65 C -2.247 -1.831 0.183
66 H 0.926 -3.536 2.273
67 H 2.244 2.799 -1.459
68 H 1.257 -5.161 1.608
69 C -4.803 -1.933 0.386
70 H 0.054 6.353 -1.366
71 H 0.203 -2.595 -3.747
72 C 0.764 -2.404 -2.827
73 C -1.216 1.733 1.896
74 H 3.126 1.432 5.637
75 C 3.824 -2.751 -0.354
76 C -2.103 -0.374 -0.168
77 H -0.546 -0.424 4.462
78 H 4.138 -3.238 -1.277
79 N -3.235 -0.067 0.603
80 C -1.301 1.964 -4.875
81 H -2.352 1.683 -1.676
82 C 3.221 -1.372 -0.676
83 O -1.191 -2.574 0.529
84 C 2.217 2.161 -0.581
85 H -3.979 0.545 0.284
86 H 1.532 -1.670 -3.098
87 C 1.408 -3.745 -2.369
88 H -0.274 -4.351 1.240

Mulliken population analysis, charges in e, atoms 1 to 5: -0.756 0.414 0.521 0.372 -0.830

***

2.
Molecular formula: C3H8N2S
Method: DFT, ωB97M-V/def2-TZVPD

Results
SMILES string: C/N=C/N(C)S
relative energy (zero: lowest compared OMol25 entry of this formula, charge and spin): 180.6 kJ/mol
orbital gap: 0.357 Ha
HOMO energy: -8.91 eV

Positions of all 14 atoms, in Å:
1 C -0.739 1.621 0.016
2 H -1.488 2.022 -0.643
3 N 1.717 0.312 0.065
4 H 0.643 -1.518 0.111
5 H 3.458 -0.232 -0.959
6 N -0.598 0.215 -0.162
7 H 3.791 0.036 0.605
8 C 2.967 -0.378 -0.021
9 C 0.646 -0.401 0.065
10 S -1.965 -0.674 -0.066
11 H -0.922 1.798 1.092
12 H 2.921 -1.473 0.155
13 H 0.247 2.080 -0.176
14 H -2.298 -0.670 1.198

Mulliken population analysis, charges in e, atoms 1 to 5: -0.865 0.278 -0.366 0.261 0.277

***

3.
Molecular formula: C4H4ClN
Method: DFT, ωB97M-V/def2-TZVPD

Results
SMILES string: ClC1=CCN=C1
relative energy (zero: lowest compared OMol25 entry of this formula, charge and spin): 383.5 kJ/mol
orbital gap (spin up / spin down): 0.306 / 0.298 Ha
HOMO energy (spin up / spin down): -8.48 / -8.64 eV

Positions of all 10 atoms, in Å:
1 C 1.218 -0.208 -0.013
2 C -1.271 -0.078 -0.040
3 C -0.610 1.157 0.078
4 N 0.691 1.145 0.002
5 H -1.189 2.193 0.044
6 Cl -2.936 -0.394 0.117
7 C 0.146 -1.158 0.123
8 H 1.507 -0.382 -1.037
9 H 0.369 -2.191 0.037
10 H 2.075 -0.083 0.689

Mulliken population analysis, charges in e, atoms 1 to 5: -0.219 0.135 -0.079 -0.537 0.284

***

4.
Molecular formula: CHO2S2
Method: DFT, ωB97M-V/def2-TZVPD

Results
relative energy (zero: lowest compared OMol25 entry of this formula, charge and spin): 284.3 kJ/mol
orbital gap (spin up / spin down): 0.157 / 0.160 Ha
total charge: -1
HOMO energy (spin up / spin down): -3.06 / -3.11 eV

Positions of all 6 atoms, in Å:
1 C 1.142 0.319 -0.989
2 O 1.098 -0.705 -1.523
3 H 0.985 0.290 0.228
4 O -2.769 -1.441 1.756
5 S -1.694 -0.389 1.914
6 S 1.238 1.925 -1.385

Mulliken population analysis, charges in e, atoms 1 to 5: 0.060 -0.452 -0.005 -0.345 0.302

***

5.
Molecular formula: C7H12
Method: DFT, ωB97M-V/def2-TZVPD

Results
relative energy (zero: lowest compared OMol25 entry of this formula, charge and spin): 17.2 kJ/mol
orbital gap (spin up / spin down): 0.363 / 0.282 Ha
total charge: +1
HOMO energy (spin up / spin down): -14.34 / -15.16 eV
spin multiplicity: 2

Positions of all 19 atoms, in Å:
1 C 1.191 0.821 0.034
2 C 2.581 0.435 -0.328
3 H -0.527 -1.960 0.473
4 H -2.824 -1.088 0.134
5 C -2.227 -0.507 -0.557
6 H 0.902 -1.948 -0.618
7 H 3.150 1.189 -0.851
8 H 2.625 -0.513 -0.860
9 C -1.200 0.356 0.157
10 H 1.111 -1.859 1.146
11 C -1.581 1.557 0.675
12 H -2.848 0.063 -1.244
13 H 3.053 0.257 0.667
14 H -0.788 2.169 1.094
15 C 0.483 -1.563 0.305
16 H -2.588 1.944 0.763
17 H 0.948 1.880 -0.061
18 C 0.187 -0.074 0.278
19 H -1.647 -1.158 -1.208

Mulliken population analysis, charges in e, atoms 1 to 5: -0.291 -1.146 0.418 0.392 -1.426

***

6.
Molecular formula: C5H12NO
Method: DFT, ωB97M-V/def2-TZVPD

Results
SMILES string: C=[N+](OC)C(C)C
relative energy (zero: lowest compared OMol25 entry of this formula, charge and spin): 365.5 kJ/mol
orbital gap: 0.412 Ha
total charge: +1
HOMO energy: -15.77 eV

Positions of all 19 atoms, in Å:
1 C -2.014 0.827 1.010
2 N 0.365 0.431 0.693
3 H 0.919 -2.231 -1.289
4 H 2.317 0.131 1.289
5 H 1.257 -2.096 0.313
6 H -0.769 -0.097 -2.297
7 C -0.057 0.360 -1.689
8 H -1.996 -0.212 1.110
9 H -2.452 1.349 1.767
10 C 1.308 -1.501 -0.594
11 H 0.778 0.414 -2.286
12 H -2.533 0.996 -0.013
13 O -0.642 1.302 0.910
14 H 2.253 -0.974 -0.983
15 H -0.621 1.261 -1.503
16 C 0.199 -0.471 -0.392
17 C 1.270 0.515 1.523
18 H -0.767 -1.022 -0.048
19 H 1.186 1.018 2.480

Mulliken population analysis, charges in e, atoms 1 to 5: -0.660 0.401 0.405 0.265 0.477

***

7.
Molecular formula: C5H9N2
Method: DFT, ωB97M-V/def2-TZVPD

Results
relative energy (zero: lowest compared OMol25 entry of this formula, charge and spin): 465.8 kJ/mol
orbital gap (spin up / spin down): 0.208 / 0.182 Ha
total charge: +1
HOMO energy (spin up / spin down): -10.63 / -12.68 eV
spin multiplicity: 3

Positions of all 16 atoms, in Å:
1 N -2.312 0.531 -0.220
2 H 3.453 -0.499 0.116
3 H 0.266 1.502 -0.388
4 C -3.142 -0.418 0.517
5 H 2.600 1.139 0.341
6 C -3.359 -0.445 -0.757
7 H 2.000 -1.495 1.383
8 N 1.615 -0.582 1.173
9 H -3.571 -0.838 1.494
10 H 0.122 0.494 -1.932
11 C 0.411 0.477 -0.844
12 H -2.434 1.542 -0.099
13 C 2.632 0.054 0.388
14 H 1.610 -1.246 -0.908
15 H -3.796 -0.564 -1.716
16 C 1.319 -0.429 -0.285

Mulliken population analysis, charges in e, atoms 1 to 5: -0.142 0.349 0.267 -0.086 0.260

***

8.
Molecular formula: C38H29N2O2PS4V
Method: DFT, ωB97M-V/def2-TZVPD

Results
orbital gap (spin up / spin down): 0.143 / 0.166 Ha
HOMO energy (spin up / spin down): -5.61 / -5.67 eV
spin multiplicity: 2

Positions of all 77 atoms, in Å:
1 C 0.112 -0.153 2.739
2 H 1.169 -0.096 2.989
3 C 0.432 -3.628 -0.791
4 H -5.543 1.690 2.926
5 H -4.594 2.779 -4.998
6 C -4.205 0.756 1.549
7 N -0.204 -1.996 0.965
8 C -0.550 4.814 -0.008
9 C 1.531 -1.455 -2.293
10 C -2.380 1.036 -3.119
11 H -3.774 -1.419 -4.997
12 C -2.207 2.200 2.814
13 H 0.704 3.383 -0.999
14 H 1.703 -4.063 3.679
15 C -3.089 2.122 -3.626
16 N -1.465 -2.069 1.791
17 C -3.520 2.340 3.227
18 C -0.069 -2.778 3.220
19 O -1.324 -3.256 2.588
20 C -4.041 1.931 -4.616
21 C 0.300 1.813 -3.103
22 H 4.441 -0.410 -0.635
23 C 1.486 1.112 -2.892
24 C -4.516 1.601 2.598
25 C -2.883 0.615 1.115
26 H -4.975 0.188 1.042
27 H -2.097 -1.089 -3.220
28 H -0.230 -2.588 4.280
29 C 2.247 -1.999 -3.444
30 H -2.034 6.073 0.892
31 C 1.305 -3.809 1.566
32 S -2.562 -0.345 -0.303
33 H 1.372 -4.056 -1.149
34 C 0.548 -3.140 0.608
35 C 1.103 -3.609 2.906
36 C -3.581 -0.425 -4.614
37 H 0.278 5.456 0.264
38 C -1.890 1.328 1.780
39 C -4.285 0.660 -5.115
40 C -1.846 5.154 0.351
41 C -1.368 2.810 -1.065
42 V -0.172 -0.391 -0.521
43 H -0.721 3.340 -4.217
44 C -0.308 3.649 -0.718
45 H -3.482 2.473 -0.911
46 C 3.832 -0.765 -1.455
47 C -2.665 3.141 -0.672
48 H -1.414 2.768 3.286
49 H -3.763 3.016 4.037
50 S 2.782 0.471 1.031
51 H 3.449 2.830 -5.036
52 C 2.628 1.490 -3.596
53 P -0.998 1.261 -1.947
54 C 2.393 -0.756 -1.195
55 C 1.355 3.192 -4.748
56 H 5.455 -1.223 -2.709
57 S -0.154 1.081 1.402
58 H 2.048 -4.522 1.219
59 H -0.498 0.149 3.591
60 H -0.357 -4.383 -0.918
61 C 1.348 0.005 -1.930
62 H 3.568 0.990 -3.425
63 O 2.039 -0.851 0.157
64 C -2.634 -0.239 -3.621
65 H -5.025 0.517 -5.891
66 H 1.313 3.989 -5.478
67 C -2.902 4.316 0.020
68 C 2.553 2.533 -4.506
69 H -3.913 4.573 0.309
70 C 4.380 -1.244 -2.584
71 S -0.029 -2.305 -1.955
72 C -0.208 -1.540 2.324
73 H 1.661 -2.581 -4.145
74 C 0.218 2.831 -4.043
75 H -2.908 3.117 -3.241
76 H 4.064 -2.303 -4.459
77 C 3.573 -1.861 -3.600

Mulliken population analysis, charges in e, atoms 1 to 5: -1.338 0.371 -0.800 0.417 0.426

***

9.
Molecular formula: C54H42BrInN7O2P
Method: DFT, ωB97M-V/def2-TZVPD

Results
orbital gap: 0.186 Ha
total charge: +2
HOMO energy: -12.84 eV

Positions of all 108 atoms, in Å:
1 C -1.115 7.342 2.468
2 H 2.522 0.921 -3.917
3 C -3.919 -2.650 0.975
4 H -3.461 0.258 -3.889
5 C -1.400 -4.887 -1.223
6 P 0.176 1.306 -1.871
7 H -2.332 0.007 2.326
8 C 5.645 -1.769 2.377
9 H 6.273 -4.468 -2.310
10 C 5.542 -0.698 -2.667
11 C -4.582 -2.036 -3.093
12 H 7.455 -0.568 -3.620
13 C 0.854 3.629 3.969
14 C 4.893 -2.885 -1.891
15 H 6.722 -1.716 2.467
16 C 0.925 3.325 5.322
17 H -5.894 -3.077 -4.430
18 C 0.089 3.044 1.664
19 H 2.910 -2.698 4.138
20 C 2.893 -1.870 2.158
21 C -6.980 -1.982 -2.940
22 C -0.470 1.396 4.999
23 C 0.282 4.604 -1.594
24 H -4.458 -3.145 4.287
25 C 1.505 0.191 -1.319
26 C -5.652 -0.799 -1.323
27 N 1.821 -0.179 -0.085
28 H 1.816 -1.989 2.052
29 H 0.329 1.986 6.893
30 C -0.638 -3.764 -0.951
31 H 1.491 -0.521 -4.026
32 C -0.206 8.279 1.995
33 In 0.169 -0.309 1.500
34 C 4.622 -1.527 -2.026
35 C 2.986 -0.888 -0.130
36 C 0.123 2.816 3.113
37 H 7.924 -2.985 -3.394
38 H 5.344 0.366 -2.745
39 H 1.822 6.231 0.226
40 N -2.281 -0.039 -2.195
41 N 0.088 1.969 0.841
42 C -0.552 1.704 3.640
43 C 4.886 -2.259 3.433
44 C -3.186 -0.771 -1.453
45 C 0.270 2.209 5.837
46 H -1.938 7.655 3.097
47 C 0.152 4.185 0.898
48 H -7.791 -0.798 -1.342
49 C 3.647 -1.373 1.091
50 C 0.979 6.542 0.831
51 C -2.669 -0.823 -0.176
52 H -2.073 1.345 -3.750
53 C 0.172 2.388 -0.408
54 N -0.702 -3.093 -3.243
55 C 0.850 7.875 1.191
56 H -1.826 -0.350 -4.225
57 H -0.320 9.323 2.255
58 C -6.893 -1.164 -1.820
59 H -1.692 5.275 2.489
60 H -4.965 -4.149 2.088
61 C 0.061 5.599 1.291
62 H 0.001 4.040 -2.479
63 H 1.392 4.482 3.575
64 C 5.033 -1.329 1.214
65 C -2.415 0.323 -3.604
66 C -4.088 -2.682 3.382
67 H -1.765 -4.296 -4.537
68 H 4.177 -3.530 -1.396
69 N -1.496 -0.133 -0.159
70 H -3.679 -2.392 -3.575
71 C -0.206 -3.450 0.471
72 C -3.164 -1.484 1.036
73 H 3.252 -0.689 -4.049
74 H -1.004 0.544 5.398
75 O -0.062 -4.327 1.279
76 C -4.378 -3.242 2.144
77 H 1.292 4.984 -1.726
78 C -3.324 -1.530 3.455
79 H -4.127 -3.106 0.016
80 C -0.978 6.006 2.128
81 C -4.489 -1.222 -1.966
82 H -1.655 -5.585 -0.437
83 H 5.371 -2.607 4.335
84 C 3.506 -2.306 3.324
85 C 6.730 -1.221 -3.153
86 H -0.393 5.447 -1.471
87 C 6.992 -2.579 -3.023
88 Br -2.903 -6.544 -2.981
89 C -1.261 0.314 -1.378
90 H -5.576 -0.168 -0.445
91 N 2.451 -0.264 -2.173
92 H 1.576 8.597 0.841
93 C 2.425 -0.125 -3.630
94 C 6.070 -3.410 -2.402
95 C -1.453 -4.161 -3.508
96 H -1.209 1.135 2.992
97 H 0.304 -2.030 -1.791
98 H -7.950 -2.270 -3.323
99 C -5.825 -2.428 -3.567
100 C -2.868 -0.934 2.284
101 H 1.504 3.958 5.982
102 H 5.634 -0.917 0.414
103 C 3.403 -0.945 -1.441
104 O -0.064 -2.147 0.601
105 C -1.821 -5.076 -2.528
106 H -3.109 -1.083 4.417
107 C -0.303 -2.904 -1.988
108 N 0.205 3.743 -0.417

Mulliken population analysis, charges in e, atoms 1 to 5: -0.819 0.344 -0.467 0.441 -0.742

***

10.
Molecular formula: CuI
Method: DFT, ωB97M-V/def2-TZVPD

Results
relative energy (zero: lowest compared OMol25 entry of this formula, charge and spin): 130.4 kJ/mol
orbital gap (spin up / spin down): 0.218 / 0.205 Ha
total charge: +1
HOMO energy (spin up / spin down): -13.72 / -13.36 eV
spin multiplicity: 2

Positions of all 2 atoms, in Å:
1 I -1.925 -1.118 -0.391
2 Cu 1.925 1.118 0.391

Mulliken charges, unit e, in atom order: 0.038 0.962

***

11.
Molecular formula: C2H5N3
Method: DFT, ωB97M-V/def2-TZVPD

Results
SMILES string: [H]/N=C\NN=C
relative energy (zero: lowest compared OMol25 entry of this formula, charge and spin): 178.3 kJ/mol
orbital gap: 0.364 Ha
HOMO energy: -9.04 eV

Positions of all 10 atoms, in Å:
1 N -0.457 -0.233 0.014
2 C 0.269 1.660 0.873
3 H -0.632 1.784 1.568
4 H 0.919 2.584 0.726
5 H 1.624 -1.224 -0.891
6 C -0.277 -1.418 -0.657
7 N 0.802 -1.851 -1.189
8 H -1.310 -1.926 -0.735
9 N 0.498 0.759 0.089
10 H -1.436 -0.134 0.202

Mulliken population analysis, charges in e, atoms 1 to 5: 0.007 -0.288 0.239 0.227 0.272

***

12.
Molecular formula: C24H27N3O6
Method: DFT, ωB97M-V/def2-TZVPD

Results
SMILES string: COc1ccc(/C(O)=C2/C(=O)C(=O)N(CCN3CCOCC3)[C@@H]2c2cccnc2)cc1OC
relative energy (zero: lowest compared OMol25 entry of this formula, charge and spin): 312.2 kJ/mol
orbital gap: 0.301 Ha
HOMO energy: -8.49 eV

Positions of all 60 atoms, in Å:
1 C 1.140 3.657 -0.484
2 O 3.221 -3.467 -0.766
3 N 2.065 2.005 0.823
4 C -2.676 1.808 1.194
5 C -5.407 -1.291 2.049
6 C -3.592 0.814 1.508
7 C 0.238 0.387 0.373
8 H -4.612 -1.503 2.772
9 H 1.572 -2.833 0.290
10 H 0.306 1.840 1.938
11 C 3.927 -1.175 -1.136
12 C -0.687 -1.907 -0.749
13 O -1.524 3.873 -1.341
14 H 2.829 -1.577 1.975
15 C -2.235 1.954 -0.108
16 H -3.859 0.114 -3.504
17 C 0.074 2.834 0.019
18 C 2.632 -3.078 0.449
19 H -2.469 -0.906 -3.030
20 H 3.854 -0.356 -1.854
21 C -3.559 -0.808 -2.997
22 H -2.328 2.479 1.963
23 H 1.019 0.696 -1.611
24 H 4.380 -2.148 1.304
25 H -2.354 1.237 -2.112
26 H 4.992 -1.429 -0.992
27 O 1.017 4.602 -1.255
28 H 2.499 0.595 2.268
29 C -1.197 2.937 -0.467
30 C 0.461 0.041 -0.955
31 N 0.003 -1.067 -1.505
32 H 2.154 -2.126 -1.914
33 H -0.638 -0.300 2.209
34 C 3.340 -1.867 1.055
35 H -4.017 -1.659 -3.499
36 C -4.037 -0.070 0.539
37 H -3.940 0.730 2.525
38 O -4.892 -1.101 0.753
39 O 3.557 3.492 -0.058
40 C -2.710 1.100 -1.105
41 H 4.264 1.074 -0.159
42 H 2.709 -3.938 1.118
43 H 3.684 -2.762 -2.590
44 C 3.959 0.424 0.663
45 C -0.454 -0.518 1.166
46 C 2.426 3.086 0.087
47 H -1.475 -2.411 1.182
48 C 3.034 1.242 1.573
49 C 0.642 1.746 0.893
50 C -0.926 -1.690 0.598
51 C 3.194 -2.397 -1.686
52 N 3.313 -0.756 0.117
53 H -0.714 4.414 -1.547
54 C -3.579 0.072 -0.794
55 H 3.656 1.946 2.136
56 H -1.055 -2.793 -1.249
57 O -4.039 -0.849 -1.672
58 H -6.067 -2.153 1.978
59 H 4.865 0.159 1.234
60 H -5.982 -0.422 2.386

Mulliken population analysis, charges in e, atoms 1 to 5: 0.440 -0.471 0.361 -1.004 -0.975

***

E_tot: -4023.56757 -626.75450 -669.61547 -985.52929 -273.57207 -327.32036 -304.84767 -4603.26950 -5721.86184 -1937.79235 -243.39405 -1546.43564 (hartree)